(1)
Below is CH4NO3P in the gas phase, with properties calculated with ωB97M-V with the def2-TZVPD basis set.

orbital gap (alpha / beta)	0.2541 / 0.3361	Eh
relative energy (zero: lowest compared OMol25 entry of this formula, charge and spin)	173.24	kJ/mol
spin multiplicity	3
total charge	0
⟨S²⟩	2.009
electronic energy	-662.17676	a.u.

Last column: Löwdin spin population.
Element x y z (Å)
C  0.344  -1.629  -0.140  0.019
N  -0.467  1.603  -0.093  0.088
O  -2.966  0.194  0.063  1.331
O  -0.132  -0.890  1.063  0.143
O  -0.390  -0.831  -1.127  0.049
P  -1.045  0.071  0.058  0.345
H  1.429  -1.639  -0.230  0.006
H  -0.188  -2.605  -0.080  0.003
H  -0.016  1.479  -0.952  0.010
H  -1.226  2.258  -0.316  0.006

Cartesian forces (eV/Å) of the 3 atoms listed first:
-2.32 -0.24 1.41
-0.82 0.67 -0.25
-0.67 0.36 -0.94


(2)
Below is 2 unconnected molecules or ions with the total composition CH4NO4P, with properties calculated with ωB97M-V with the def2-TZVPD basis set.

SMILES	NOP(=O)=O.C=O
orbital gap	0.3781	Eh
relative energy (zero: lowest compared OMol25 entry of this formula, charge and spin)	435.40	kJ/mol
total charge	0
electronic energy	-737.51484	a.u.

Last column: Löwdin charge in e.
Element x y z (Å)
N  -0.361  -1.816  -0.469  0.041
O  -0.449  -1.093  0.740  -0.263
P  0.789  -0.119  0.971  0.457
O  2.013  -0.520  0.195  -0.275
O  0.682  0.700  2.170  -0.236
H  0.483  -1.438  -0.856  0.045
H  -0.311  -2.739  -0.136  0.078
C  -0.780  1.786  -0.636  -0.123
O  -0.667  2.571  -1.487  0.093
H  -1.695  1.457  -0.143  0.110
H  0.295  1.211  -0.351  0.073

Cartesian forces (eV/Å) of the 3 atoms listed first:
-1.23 1.12 -0.99
0.01 1.66 1.15
2.60 -1.10 0.41


(3)
Below is 2 unconnected molecules or ions with the total composition CH4NOP, with properties calculated with ωB97M-V with the def2-TZVPD basis set.

orbital gap (alpha / beta)	0.2635 / 0.2635	Eh
relative energy (zero: lowest compared OMol25 entry of this formula, charge and spin)	360.58	kJ/mol
total charge	0
electronic energy	-511.72682	a.u.

Last column: Löwdin charge in e.
Element x y z (Å)
C  0.190  0.707  -0.869  -0.214
N  -1.032  0.776  -1.119  0.021
O  0.158  -1.212  1.817  -0.533
P  0.493  -2.399  0.794  0.657
H  0.293  -0.471  1.270  -0.101
H  0.795  -0.071  -1.336  0.040
H  0.627  1.102  0.018  0.045
H  -1.524  1.568  -0.576  0.084

Cartesian forces (eV/Å) of the 3 atoms listed first:
0.24 -1.72 0.58
-1.82 2.09 -0.17
-0.31 -0.82 1.18